{
  "formula": "C33H32AsN7O6S2Tl",
  "method": "wB97M-V/def2-TZVPD",
  "symbols": ["Tl", "C", "N", "C", "C", "C", "C", "C", "C", "N", "C", "C", "C", "C", "C", "C", "N", "C", "C", "C", "C", "C", "N", "H", "H", "H", "H", "H", "H", "H", "H", "H", "H", "H", "H", "H", "H", "H", "H", "H", "H", "O", "As", "O", "O", "C", "C", "C", "C", "C", "C", "S", "O", "O", "O", "H", "H", "H", "H", "H", "C", "N", "C", "C", "N", "C", "S", "C", "C", "C", "C", "C", "N", "H", "H", "H", "H", "H", "H", "H", "H", "H"],
  "coordinates": [[0.07, -0.89, -0.26], [3.01, 1.05, -1.44], [3.05, -0.06, -0.51], [3.90, -1.13, -1.04], [3.85, -2.43, -0.26], [4.85, -2.77, 0.64], [4.73, -3.94, 1.37], [3.61, -4.73, 1.18], [2.67, -4.32, 0.24], [2.79, -3.21, -0.48], [3.46, 0.37, 0.82], [2.47, 1.33, 1.44], [2.85, 2.63, 1.73], [1.91, 3.52, 2.24], [0.62, 3.07, 2.44], [0.33, 1.75, 2.14], [1.23, 0.89, 1.67], [2.19, 0.82, -2.69], [2.23, 1.78, -3.69], [1.38, 1.67, -4.77], [0.52, 0.59, -4.83], [0.56, -0.33, -3.80], [1.38, -0.24, -2.76], [4.04, 1.35, -1.73], [2.55, 1.91, -0.95], [4.94, -0.79, -1.10], [3.54, -1.35, -2.05], [5.71, -2.12, 0.76], [5.48, -4.22, 2.10], [3.44, -5.63, 1.76], [1.78, -4.91, 0.06], [4.45, 0.85, 0.79], [3.53, -0.52, 1.45], [3.86, 2.96, 1.52], [2.18, 4.55, 2.44], [-0.16, 3.73, 2.79], [-0.68, 1.36, 2.22], [2.89, 2.64, -3.58], [1.36, 2.44, -5.53], [-0.20, 0.48, -5.63], [-0.12, -1.18, -3.79], [-4.66, 1.45, 0.00], [-2.87, 1.32, -0.30], [-2.83, 0.50, -1.71], [-2.26, 0.60, 1.07], [-2.49, 3.25, -0.14], [-3.44, 3.99, 0.55], [-3.23, 5.33, 0.85], [-2.06, 5.95, 0.46], [-1.10, 5.23, -0.23], [-1.30, 3.89, -0.53], [0.00, 3.06, -1.44], [1.25, 3.67, -1.01], [-0.32, 3.24, -2.83], [-0.11, 1.67, -0.97], [-5.00, 0.98, -0.77], [-4.36, 3.50, 0.85], [-3.99, 5.88, 1.39], [-1.89, 7.00, 0.69], [-0.16, 5.68, -0.53], [-2.00, -0.88, 4.27], [-2.64, -1.50, 3.13], [-3.82, -1.06, 2.55], [-4.03, -1.80, 1.46], [-2.96, -2.68, 1.35], [-2.10, -2.51, 2.40], [-0.74, -3.40, 2.83], [-2.80, -3.53, 0.23], [-3.94, -4.14, -0.30], [-3.79, -4.92, -1.43], [-2.53, -5.06, -2.00], [-1.47, -4.41, -1.39], [-1.60, -3.66, -0.29], [-2.76, -0.62, 5.01], [-1.46, 0.01, 3.96], [-1.30, -1.60, 4.69], [-4.37, -0.23, 2.95], [-4.75, -1.68, 0.68], [-4.90, -4.01, 0.17], [-4.65, -5.41, -1.87], [-2.38, -5.65, -2.89], [-0.47, -4.46, -1.80]],
  "mulliken_charge": [0.9974, -0.5108, 0.8995, -0.5933, 0.0340, -0.5222, -0.3993, -0.6986, 0.0156, -0.2208, -0.4442, 0.2606, -0.8293, -0.4852, -0.9564, 0.0404, -0.0149, 0.2994, -0.7263, -0.4574, -0.6338, -0.3455, 0.1336, 0.3063, -0.1572, 0.3688, 0.3542, 0.3926, 0.4005, 0.3842, 0.3223, 0.2219, 0.3995, 0.3280, 0.3657, 0.4673, 0.4212, 0.3359, 0.3704, 0.3732, 0.3438, -0.7319, 1.1095, -0.8601, -0.2475, -0.2502, -0.5600, -0.6265, -0.6291, -0.7396, 0.0500, 1.2569, -0.8309, -0.6708, -0.0343, 0.2502, 0.4995, 0.3800, 0.3712, 0.4814, -0.8509, 0.3439, -0.6170, -0.5207, 0.5350, -0.0602, -0.4054, 0.1122, -0.6257, -0.4647, -0.8147, -0.2215, 0.1254, 0.3498, 0.2347, 0.3098, 0.4335, 0.3618, 0.5036, 0.4034, 0.3834, 0.4254],
  "e_lumo_ev": 2.4,
  "charge": -1,
  "gap_ev": 7.2
}


{
  "formula": "C33H32BrClN3NaO5S2",
  "method": "wB97M-V/def2-TZVPD",
  "symbols": ["Na", "S", "C", "C", "C", "N", "C", "C", "C", "C", "C", "N", "C", "C", "H", "H", "H", "H", "H", "H", "H", "H", "C", "C", "C", "C", "C", "C", "C", "C", "C", "C", "O", "O", "H", "H", "H", "H", "H", "H", "H", "H", "H", "H", "H", "C", "S", "O", "O", "O", "H", "H", "H", "Cl", "C", "C", "C", "C", "C", "C", "C", "H", "H", "H", "H", "H", "H", "Br", "C", "C", "C", "C", "C", "N", "H", "H", "H", "H"],
  "coordinates": [[-12.17, -1.57, -12.87], [-17.90, 3.10, -13.38], [-16.50, 1.97, -13.43], [-16.46, 0.72, -12.88], [-15.25, 0.03, -12.86], [-14.10, 0.54, -13.31], [-14.12, 1.80, -13.77], [-15.32, 2.52, -13.97], [-17.96, 3.40, -11.71], [-18.87, 2.69, -10.93], [-18.96, 3.02, -9.59], [-18.35, 4.05, -9.06], [-17.44, 4.70, -9.75], [-17.19, 4.39, -11.08], [-17.35, 0.30, -12.42], [-15.11, -0.91, -12.38], [-13.15, 2.18, -14.11], [-15.31, 3.51, -14.40], [-19.61, 1.97, -11.28], [-19.60, 2.43, -8.98], [-17.08, 5.58, -9.31], [-16.49, 4.94, -11.68], [-12.57, -3.14, -21.37], [-12.34, -2.75, -19.94], [-11.30, -3.22, -19.16], [-11.26, -3.03, -17.74], [-10.10, -3.59, -16.99], [-12.22, -2.36, -16.97], [-13.25, -1.82, -17.83], [-14.40, -1.18, -17.13], [-13.33, -2.02, -19.24], [-12.20, -2.17, -15.42], [-11.11, -1.92, -14.87], [-13.33, -2.24, -14.84], [-12.92, -4.19, -21.45], [-11.58, -3.16, -21.84], [-13.22, -2.50, -21.93], [-10.41, -3.68, -19.61], [-10.49, -3.86, -15.95], [-9.28, -2.81, -16.78], [-9.63, -4.45, -17.48], [-14.04, -0.50, -16.34], [-14.95, -1.99, -16.63], [-15.00, -0.68, -17.86], [-14.21, -1.61, -19.74], [-10.23, -5.62, -12.19], [-10.95, -4.31, -11.00], [-11.86, -5.00, -10.10], [-11.79, -3.45, -11.85], [-9.73, -3.72, -10.47], [-11.03, -5.76, -12.95], [-10.14, -6.51, -11.59], [-9.30, -5.28, -12.62], [-17.15, -5.93, -14.96], [-16.58, -5.79, -13.31], [-17.46, -6.14, -12.33], [-17.11, -6.00, -10.95], [-15.86, -5.51, -10.61], [-14.96, -5.08, -11.60], [-15.24, -5.25, -12.96], [-14.37, -5.01, -13.99], [-18.46, -6.50, -12.61], [-17.84, -6.27, -10.18], [-15.56, -5.31, -9.55], [-14.00, -4.67, -11.23], [-13.41, -4.51, -13.76], [-14.53, -5.30, -15.04], [-14.38, 0.37, -9.31], [-12.54, 0.02, -9.08], [-11.92, 0.43, -7.84], [-10.56, 0.31, -7.63], [-9.79, -0.31, -8.62], [-10.47, -0.69, -9.82], [-11.75, -0.54, -10.04], [-12.56, 0.67, -7.00], [-10.14, 0.68, -6.66], [-8.77, -0.47, -8.53], [-9.95, -1.28, -10.57]],
  "mulliken_charge": [0.7795, -0.2239, 0.5660, -0.8781, -0.7500, -0.0071, -0.6905, -0.3492, 0.4018, -0.1041, -0.3689, -0.6272, -0.5015, -0.2830, 0.3831, 0.9995, 0.4070, 0.4538, 0.3871, 0.3979, 0.4198, 0.3889, -1.5052, 0.9746, -0.9730, 1.5275, -1.3745, 0.0439, 1.1468, -1.4219, -1.2425, 0.4678, -0.9017, -0.6570, 0.2665, 0.3398, 0.3707, 0.2785, 0.1085, 0.2208, 0.3803, 0.1210, 0.2568, 0.4871, 0.2920, -0.9657, 0.9774, -0.6821, -0.4731, -0.7293, 0.2275, 0.3708, 0.2588, -0.3363, -0.0762, -0.3590, -0.4971, -0.6354, -0.0617, 0.9968, -0.9673, 0.3018, 0.2662, 0.2596, 0.0580, -0.0534, 0.1203, -0.1486, 0.2257, -0.4047, -0.1876, -0.9319, -0.0491, -0.0766, 0.3268, 0.2838, 0.4757, 0.4781],
  "e_lumo_ev": 3.2,
  "charge": -2,
  "gap_ev": 2.1
}